No. 1
Formula: C27H27ClN3O2PPdS
Source: the Open Molecules 2025 dataset
Level of theory: the ωB97M-V functional and the def2-TZVPD basis

net charge = -2
F_max = 0.72 eV Å⁻¹
LUMO level = 4.3 eV
energy relative to the best compared isomer or geometry (same formula, charge and spin) = 45.8 kJ/mol
total energy = -2687.35714 Ha
gap between HOMO and LUMO = 3.6 eV

```
63
Properties=species:S:1:pos:R:3:forces:R:3:mulliken_charge:R:1
Pd -1.098 -1.561 -0.603 0.6 -0.2 0.3 -0.855
C 1.669 -0.346 -2.018 0.1 0.0 0.0 -0.643
P 1.242 -1.506 -0.637 -0.5 0.4 0.1 1.395
C 1.495 -0.407 0.825 0.1 0.0 0.0 0.644
C 1.749 0.961 0.743 0.1 -0.1 0.0 -0.495
C 1.855 1.744 1.888 0.2 -0.1 0.1 -0.394
C 1.725 1.173 3.144 0.0 0.0 0.0 -0.785
C 1.464 -0.191 3.242 0.0 0.0 0.0 -0.651
C 1.340 -0.962 2.099 0.0 0.0 0.0 -0.660
C 2.954 -2.298 -0.622 -0.2 -0.2 -0.1 0.158
C 3.251 -3.117 -1.719 0.0 0.0 0.0 -0.510
C 4.443 -3.817 -1.805 0.0 0.0 0.0 -0.568
C 5.378 -3.739 -0.777 0.0 0.0 0.0 -0.431
C 5.097 -2.943 0.323 0.0 0.0 0.0 -0.614
C 3.904 -2.230 0.396 0.1 0.1 0.0 -0.273
H 2.612 0.188 -1.874 0.0 0.0 0.0 0.487
H 0.843 0.355 -2.128 0.0 0.0 0.0 -0.422
H 1.717 -0.931 -2.937 0.0 0.0 0.0 0.410
H 1.836 1.434 -0.226 0.0 0.0 0.0 0.240
H 2.035 2.810 1.789 0.0 -0.1 0.0 0.802
H 1.802 1.785 4.035 0.0 0.0 0.0 0.362
H 1.323 -0.650 4.214 0.0 0.0 0.0 0.387
H 1.075 -2.009 2.186 0.0 0.0 0.0 0.442
H 2.515 -3.222 -2.509 0.0 0.0 0.0 0.382
H 4.636 -4.441 -2.671 0.0 0.0 0.0 0.356
H 6.305 -4.296 -0.833 0.0 0.0 0.0 0.332
H 5.812 -2.868 1.135 0.0 0.0 0.0 0.364
H 3.719 -1.602 1.259 0.0 0.0 0.0 0.201
Cl -3.508 -4.537 1.214 0.0 0.1 0.0 -0.324
C -4.178 -2.912 1.356 0.1 -0.1 0.0 0.442
C -5.545 -2.782 1.273 -0.1 0.0 0.0 -0.468
C -6.159 -1.537 1.400 0.1 0.0 0.0 -0.447
C -5.327 -0.435 1.622 0.0 0.0 0.0 -0.702
C -3.961 -0.572 1.699 0.0 0.1 0.0 -0.363
C -3.280 -1.821 1.542 -0.1 0.0 -0.1 1.211
C -1.872 -1.906 1.565 0.0 -0.1 0.2 -2.213
H -6.137 -3.675 1.109 0.0 0.0 0.0 0.358
H -7.233 -1.434 1.318 0.0 0.0 0.0 0.327
H -5.758 0.556 1.733 0.0 0.0 0.0 0.315
H -3.346 0.306 1.871 0.0 0.0 0.0 0.331
H -1.440 -2.886 1.762 0.0 0.1 -0.1 0.392
H -1.377 -1.080 2.073 0.0 0.0 -0.1 0.389
O -1.923 -3.378 -2.441 0.1 0.2 -0.3 -0.410
N -1.507 -2.860 -3.479 0.1 0.1 0.3 0.136
O -0.953 -1.721 -3.341 -0.2 -0.3 -0.2 -0.450
N -1.440 1.030 -3.233 -0.2 -0.1 0.0 -0.525
C -1.342 1.608 -1.988 0.3 0.0 -0.2 -0.301
S -1.894 0.878 -0.632 -0.1 -0.2 0.0 -0.026
N -0.667 2.838 -2.081 -0.2 0.0 0.0 0.021
C -0.429 3.792 -1.093 0.0 -0.1 0.0 0.435
C -0.357 5.132 -1.482 0.0 0.1 0.0 -0.592
C -0.056 6.125 -0.563 0.0 0.0 0.0 -0.541
C 0.170 5.799 0.768 0.0 0.0 0.0 -0.579
C 0.100 4.467 1.153 -0.1 0.0 -0.1 -0.896
C -0.189 3.462 0.241 -0.2 0.1 0.0 -0.036
H -1.614 0.017 -3.218 0.1 0.1 0.1 0.305
H -0.687 1.250 -3.869 0.1 0.0 0.0 0.273
H -0.681 3.222 -3.014 0.0 0.0 0.0 0.259
H -0.545 5.395 -2.518 0.0 0.0 0.0 0.301
H -0.008 7.157 -0.891 0.0 0.0 0.0 0.330
H 0.399 6.571 1.492 0.0 0.0 0.0 0.367
H 0.281 4.188 2.184 0.0 0.0 0.0 0.473
H -0.235 2.429 0.549 -0.1 0.2 0.0 0.546
```
Positions in Å, forces in eV/Å.


No. 2
Formula: C27H27F32O8
Source: the Open Molecules 2025 dataset
Level of theory: the ωB97M-V functional and the def2-TZVPD basis

net charge = -1
F_max = 3.38 eV Å⁻¹
LUMO level = 1.6 eV
energy relative to the best compared isomer or geometry (same formula, charge and spin) = 146.0 kJ/mol
total energy = -4842.72790 Ha
gap between HOMO and LUMO = 5.5 eV

```
94
Properties=species:S:1:pos:R:3:forces:R:3:mulliken_charge:R:1
C 1.067 -3.914 -0.777 0.4 0.3 -0.1 -1.041
C 1.956 -3.986 -2.079 -0.3 0.6 1.9 0.618
O 1.789 -5.213 -2.811 0.8 0.1 -0.6 -0.419
C 2.790 -6.131 -2.462 -0.5 0.7 -0.9 0.450
O 2.785 -6.560 -1.353 0.5 -0.6 0.5 -0.527
C 3.757 -6.514 -3.590 0.2 -0.4 -0.7 -0.300
C 5.153 -7.039 -3.114 -0.5 -0.2 1.0 -0.635
C 5.739 -6.307 -1.865 0.7 -0.1 -0.6 -0.496
C 5.886 -4.763 -2.019 1.7 2.2 2.0 0.437
O 5.294 -4.073 -2.876 -1.1 -1.2 -1.0 -0.646
O 6.652 -4.192 -1.163 -0.6 -1.7 -0.5 -0.810
H 1.498 -3.114 -0.119 -0.3 -0.6 -0.5 0.293
H 0.022 -3.590 -0.995 0.7 -0.5 0.1 0.158
H 1.096 -4.866 -0.204 -0.1 0.6 -0.5 0.331
H 1.681 -3.088 -2.678 0.4 -1.2 0.0 -0.197
H 3.020 -3.910 -1.762 -0.6 0.1 -0.4 0.061
H 3.910 -5.686 -4.319 -0.4 -0.4 0.9 0.211
H 3.270 -7.346 -4.166 0.1 0.6 0.4 0.381
H 5.882 -6.964 -3.952 -0.6 0.0 0.5 0.301
H 5.044 -8.123 -2.845 0.2 0.8 -0.3 0.303
H 6.774 -6.710 -1.716 -0.7 0.4 -0.1 0.354
H 5.206 -6.518 -0.913 0.1 0.1 -0.8 0.187
C -4.155 -2.552 3.021 -0.4 0.3 0.6 -0.898
C -2.637 -2.630 2.755 -0.3 -0.8 0.3 0.953
C -2.188 -2.252 1.343 0.8 0.4 -0.6 0.210
F -2.708 -3.068 0.406 -0.1 0.0 0.2 -0.276
F -0.843 -2.355 1.235 -0.1 0.1 0.4 -0.246
F -2.193 -3.858 3.096 0.0 0.1 -0.2 -0.272
F -2.041 -1.761 3.629 -0.1 0.1 -0.3 -0.254
O -4.894 -3.769 2.946 0.5 -0.2 -0.9 -0.427
C -5.351 -4.192 1.698 -0.2 1.2 0.8 0.769
C -4.727 -5.523 1.272 0.3 -0.6 -0.2 0.196
F -3.385 -5.435 1.205 -0.1 0.1 0.1 -0.191
F -5.167 -5.875 0.042 -0.2 0.2 0.1 -0.257
F -5.175 -3.219 0.787 -0.1 -0.3 -0.3 -0.277
F -6.689 -4.354 1.822 0.1 -0.4 -0.1 -0.306
H -4.256 -2.251 4.066 0.1 -0.2 0.0 0.453
H -4.633 -1.753 2.453 0.2 -0.1 -0.2 0.359
H -2.461 -1.221 1.101 -0.1 0.0 0.2 0.264
H -4.983 -6.314 1.980 -0.1 0.1 0.1 0.224
C -1.382 1.085 4.837 -0.4 -0.5 0.2 -0.546
C -0.924 1.596 3.453 -0.7 0.3 0.3 0.880
C 0.544 2.012 3.347 0.7 0.0 -0.6 0.076
F 0.850 3.036 4.170 -0.1 0.0 0.0 -0.209
F 0.813 2.436 2.088 -0.3 -0.1 0.0 -0.264
F -1.744 2.598 3.058 0.2 0.1 0.0 -0.267
F -1.123 0.581 2.566 0.4 0.0 0.1 -0.256
O -2.054 2.027 5.678 0.7 0.8 -0.2 -0.434
C -1.285 2.877 6.471 -0.2 -1.6 -0.1 0.711
C -1.472 4.347 6.090 -0.2 0.6 0.0 0.212
F -1.131 4.569 4.802 -0.1 -0.3 0.1 -0.202
F -0.683 5.139 6.852 0.0 -0.2 0.1 -0.312
F 0.003 2.495 6.447 0.1 0.4 0.2 -0.276
F -1.709 2.696 7.741 -0.1 0.4 0.0 -0.308
H -2.137 0.324 4.645 0.0 0.2 -0.1 0.230
H -0.589 0.557 5.368 0.2 0.3 -0.1 0.399
H 1.209 1.172 3.567 -0.1 -0.1 0.1 0.286
H -2.511 4.655 6.225 0.0 -0.2 0.1 0.289
C -0.374 8.290 0.796 0.5 -0.3 -0.6 -0.723
C -1.867 8.651 0.930 0.2 -0.9 0.2 0.897
C -2.186 9.965 1.642 -0.5 0.6 0.1 0.077
F -1.760 9.974 2.919 0.0 -0.1 -0.1 -0.205
F -3.530 10.155 1.682 0.0 -0.2 -0.2 -0.278
F -2.520 7.619 1.508 0.0 0.2 0.1 -0.254
F -2.362 8.748 -0.339 0.1 0.4 0.0 -0.338
O 0.163 7.378 1.749 -0.5 0.6 0.8 -0.361
C 0.609 7.884 2.970 0.4 0.2 -1.3 0.740
C -0.197 7.340 4.149 -0.2 -0.3 0.5 0.723
F -1.508 7.648 4.035 0.1 0.0 -0.1 -0.244
F 0.237 7.885 5.312 0.2 0.1 -0.2 -0.295
F 0.635 9.231 2.930 0.1 0.0 0.4 -0.296
F 1.893 7.487 3.096 -0.1 -0.1 0.3 -0.290
H -0.282 7.760 -0.153 -0.2 -0.1 0.1 0.412
H 0.255 9.174 0.684 -0.2 0.1 0.2 0.316
H -1.744 10.816 1.116 0.1 -0.1 -0.1 0.279
H -0.107 6.259 4.214 0.2 0.1 -0.2 -0.164
C 1.320 -0.527 -7.706 0.5 0.3 -0.6 -0.727
C 0.242 -1.619 -7.561 0.9 -0.4 0.2 0.883
C -1.012 -1.235 -6.777 -0.7 -0.1 0.1 0.094
F -0.740 -0.910 -5.500 0.0 0.0 -0.1 -0.184
F -1.872 -2.284 -6.734 0.1 0.0 -0.2 -0.277
F 0.808 -2.731 -7.049 -0.2 0.1 0.1 -0.246
F -0.156 -1.947 -8.828 -0.3 0.3 0.0 -0.342
O 2.421 -0.573 -6.805 -0.8 -0.1 0.7 -0.385
C 2.276 0.030 -5.555 0.0 0.4 -1.2 0.668
C 2.374 -0.978 -4.409 0.4 -0.7 0.6 0.333
F 1.426 -1.933 -4.513 0.0 0.3 -0.4 -0.306
F 2.188 -0.359 -3.219 0.0 0.3 -0.2 -0.281
F 1.137 0.753 -5.520 0.1 0.0 0.4 -0.290
F 3.287 0.919 -5.447 0.1 -0.2 0.3 -0.300
H 1.777 -0.690 -8.684 0.0 -0.2 0.1 0.416
H 0.888 0.474 -7.764 -0.2 -0.1 0.2 0.327
H -1.531 -0.396 -7.250 0.1 0.0 -0.1 0.252
H 3.352 -1.467 -4.402 0.1 0.1 -0.1 0.323
```
Positions in Å, forces in eV/Å.


No. 3
Formula: C27H27IO5
Source: the Open Molecules 2025 dataset
Level of theory: the ωB97M-V functional and the def2-TZVPD basis

F_max = 1.54 eV Å⁻¹
LUMO level = -1.0 eV
SMILES = CCCOC1=C(CC(=O)I)C(=O)OC1=O.c1ccccc1.c1ccccc1.c1ccccc1
total energy = -1718.91762 Ha
gap between HOMO and LUMO = 8.0 eV

```
60
Properties=species:S:1:pos:R:3:forces:R:3:mulliken_charge:R:1
C -8.678 -3.386 -2.306 0.8 -0.1 -0.3 -1.136
C -7.772 -4.460 -2.955 -0.7 0.7 0.3 -0.399
C -6.389 -3.886 -3.065 -0.3 -0.5 0.2 -0.618
O -5.481 -4.815 -3.702 -0.1 0.0 0.2 -0.498
C -4.254 -4.827 -3.161 -1.2 0.0 -0.7 0.713
C -3.297 -3.929 -3.295 0.6 -0.5 0.8 0.212
C -3.252 -2.697 -4.087 0.0 0.7 0.3 0.017
C -2.373 -1.629 -3.461 1.3 0.2 -0.9 0.032
O -1.365 -1.260 -3.979 -0.8 -0.1 0.5 -0.454
I -3.047 -0.745 -1.623 -0.1 -0.1 0.0 0.022
C -2.181 -4.427 -2.438 0.9 1.2 -0.1 0.201
O -1.225 -3.811 -2.043 -0.9 -1.0 -0.5 -0.507
O -2.451 -5.728 -2.098 0.2 -0.4 1.1 -0.306
C -3.806 -5.936 -2.274 -0.5 -0.5 0.2 0.373
O -4.446 -6.797 -1.748 0.8 0.6 -0.6 -0.496
H -8.170 -2.429 -2.323 0.1 0.4 0.0 0.350
H -8.852 -3.620 -1.270 -0.3 0.0 0.3 0.326
H -9.593 -3.251 -2.855 -0.5 -0.1 0.0 0.331
H -8.176 -4.700 -3.925 0.1 -0.3 -0.4 0.299
H -7.784 -5.326 -2.314 0.2 -0.6 -0.1 0.273
H -6.041 -3.700 -2.059 0.3 0.3 0.3 0.402
H -6.457 -2.947 -3.597 0.4 0.2 -0.4 0.340
H -4.231 -2.263 -4.231 -0.4 0.0 0.1 0.219
H -2.846 -2.905 -5.063 0.3 0.0 -0.4 0.292
C 1.249 0.408 -2.438 0.0 0.0 0.0 -0.051
C 0.881 1.588 -1.807 0.0 0.0 0.0 -0.382
C 1.852 2.409 -1.251 0.0 0.0 0.0 -0.417
C 3.192 2.056 -1.331 0.0 0.0 0.0 -0.473
C 3.560 0.877 -1.965 0.0 0.0 0.0 -0.425
C 2.589 0.052 -2.515 0.0 0.0 0.0 -0.537
H 0.495 -0.233 -2.868 -0.1 0.0 0.0 0.315
H -0.163 1.867 -1.747 0.0 0.0 0.0 0.357
H 1.565 3.327 -0.753 0.0 0.0 0.0 0.392
H 3.949 2.696 -0.898 0.0 0.0 0.0 0.441
H 4.605 0.601 -2.027 0.0 0.0 0.0 0.412
H 2.876 -0.870 -3.004 0.0 0.0 0.0 0.380
C 4.912 0.490 1.544 0.0 0.0 0.0 -0.469
C 4.543 1.672 2.170 0.0 0.0 0.0 -0.245
C 5.512 2.494 2.728 0.0 0.0 0.0 -0.074
C 6.852 2.137 2.655 0.0 0.0 0.0 -0.654
C 7.221 0.957 2.026 0.0 0.0 0.0 -0.319
C 6.251 0.132 1.473 0.0 0.0 0.0 -0.520
H 4.156 -0.149 1.108 0.0 0.0 0.0 0.434
H 3.498 1.952 2.221 0.0 0.0 0.0 0.399
H 5.224 3.414 3.220 0.0 0.0 0.0 0.328
H 7.607 2.780 3.088 0.0 0.0 0.0 0.369
H 8.265 0.680 1.967 0.0 0.0 0.0 0.369
H 6.539 -0.790 0.985 0.0 0.0 0.0 0.374
C 2.632 4.604 4.374 0.0 0.0 0.0 -0.024
C 3.153 4.037 5.527 0.0 0.0 0.0 -0.223
C 2.602 4.346 6.762 0.0 0.0 0.0 -0.474
C 1.525 5.218 6.843 0.0 0.0 0.0 -0.401
C 1.002 5.783 5.688 0.0 0.0 0.0 -0.317
C 1.557 5.478 4.453 0.0 0.0 0.0 -0.589
H 3.062 4.364 3.410 0.0 0.0 0.0 0.261
H 3.989 3.351 5.464 0.0 0.0 0.0 0.349
H 3.011 3.908 7.663 0.0 0.0 0.0 0.358
H 1.093 5.457 7.806 0.0 0.0 0.0 0.354
H 0.161 6.461 5.751 0.0 0.0 0.0 0.356
H 1.151 5.921 3.553 0.0 0.0 0.0 0.357
```
Positions in Å, forces in eV/Å.


No. 4
Formula: C27H27N3O3S
Source: the Open Molecules 2025 dataset
Level of theory: the ωB97M-V functional and the def2-TZVPD basis

F_max = 0.85 eV Å⁻¹
LUMO level = -0.2 eV
SMILES = CCCc1ccc(-c2cc(C(=O)NCCc3ccc(S(N)(=O)=O)cc3)c3ccccc3n2)cc1
energy relative to the best compared isomer or geometry (same formula, charge and spin) = 21.4 kJ/mol
total energy = -1833.31051 Ha
gap between HOMO and LUMO = 8.3 eV

```
61
Properties=species:S:1:pos:R:3:forces:R:3:mulliken_charge:R:1
C 5.570 -3.197 -1.851 0.2 0.2 0.0 -1.087
C 6.143 -2.077 -0.993 -0.1 -0.2 0.1 -0.393
H 6.295 -1.190 -1.611 0.1 0.0 0.0 0.324
H 7.115 -2.382 -0.600 0.0 0.1 0.0 0.397
C 5.223 -1.722 0.184 0.2 0.1 -0.2 -1.568
C 3.913 -1.169 -0.288 -0.1 -0.1 0.1 0.979
C 3.830 0.134 -0.766 0.0 -0.1 0.0 0.243
C 2.631 0.652 -1.211 -0.1 -0.1 -0.1 -1.365
C 1.469 -0.121 -1.177 0.4 -0.2 0.1 0.454
C 1.556 -1.434 -0.724 -0.1 0.2 -0.1 -0.459
C 2.763 -1.948 -0.292 0.1 0.1 -0.1 -0.659
H 2.814 -2.969 0.057 0.0 -0.1 0.1 0.410
H 0.680 -2.067 -0.731 -0.1 0.0 0.0 0.553
C 0.193 0.482 -1.577 -0.4 0.3 -0.3 -0.474
N 0.221 1.424 -2.489 0.6 -0.3 0.1 -0.635
C -0.922 2.031 -2.851 -0.7 0.1 0.1 -0.197
C -0.864 3.025 -3.851 -0.2 0.1 -0.1 -0.469
C -1.998 3.679 -4.240 0.3 0.0 0.0 -0.481
C -3.236 3.375 -3.651 -0.2 -0.2 0.2 -0.740
C -3.329 2.414 -2.681 -0.2 0.2 -0.1 -0.712
C -2.179 1.722 -2.257 0.4 0.0 0.0 0.850
C -2.187 0.711 -1.262 0.5 0.0 0.0 0.255
C -1.008 0.088 -0.940 -0.4 0.2 -0.1 0.661
H -0.971 -0.650 -0.154 0.0 -0.1 0.1 -0.117
C -3.409 0.390 -0.464 0.0 -0.3 -0.1 0.490
O -4.085 1.238 0.084 -0.1 0.3 0.1 -0.660
N -3.683 -0.936 -0.380 -0.1 -0.3 -0.1 -0.149
H -3.066 -1.593 -0.830 0.0 0.2 0.0 0.256
C -4.620 -1.452 0.590 -0.2 0.0 0.1 -0.801
H -5.095 -0.576 1.037 0.0 -0.2 -0.1 0.408
H -5.387 -2.051 0.090 0.0 0.1 0.1 0.388
C -3.912 -2.303 1.663 0.0 0.1 -0.1 -1.041
C -2.591 -1.698 2.055 0.1 -0.2 0.0 0.964
C -2.523 -0.392 2.537 0.2 0.0 0.1 -0.546
C -1.298 0.193 2.804 -0.3 0.0 0.0 -0.960
C -0.142 -0.533 2.599 0.5 0.0 0.1 0.180
C -0.184 -1.839 2.159 0.2 0.0 0.0 -0.566
C -1.413 -2.417 1.881 -0.1 0.1 0.1 -0.547
H -1.456 -3.435 1.519 0.0 -0.1 0.0 0.335
H 0.744 -2.370 2.026 0.1 -0.1 0.0 0.633
S 1.430 0.254 2.871 0.4 0.5 -0.5 1.316
O 2.482 -0.670 2.549 -0.4 0.0 -0.1 -0.584
O 1.438 0.892 4.154 -0.3 0.2 -0.1 -0.724
N 1.367 1.468 1.718 -0.1 -0.5 0.6 -0.367
H 1.893 1.237 0.887 0.1 -0.2 -0.1 0.145
H 1.641 2.358 2.100 0.0 0.2 0.3 0.283
H -1.224 1.206 3.163 -0.1 0.2 0.0 0.431
H -3.430 0.174 2.684 -0.1 0.1 0.0 0.368
H -4.567 -2.378 2.533 0.0 -0.1 0.0 0.327
H -3.746 -3.311 1.279 0.0 0.0 0.1 0.373
H -4.277 2.184 -2.220 -0.1 0.0 0.0 0.439
H -4.119 3.907 -3.972 -0.1 0.0 0.0 0.409
H -1.951 4.439 -5.007 0.0 0.1 -0.1 0.393
H 0.098 3.241 -4.290 0.1 0.0 0.0 0.488
H 2.564 1.663 -1.585 0.0 0.1 0.0 0.396
H 4.717 0.752 -0.780 0.1 0.1 0.0 0.448
H 5.049 -2.612 0.789 0.0 0.0 0.1 0.395
H 5.719 -0.979 0.812 0.0 0.0 0.1 0.405
H 4.612 -2.901 -2.273 -0.1 0.0 -0.1 0.252
H 5.421 -4.096 -1.255 0.0 -0.1 0.0 0.278
H 6.248 -3.436 -2.667 0.0 -0.1 -0.1 0.377
```
Positions in Å, forces in eV/Å.


Which formula does entry 1 have? C27H27ClN3O2PPdS


Which of these has the lowest LUMO level? C27H27IO5


Among the records above, which one has the lowest total energy? C27H27F32O8